{"formula": "C15H50N8O11", "method": "ωB97M-V/def2-TZVPD", "lumo_energy_ev": 0.65, "orbital_gap_ha": 0.3358, "max_force_ev_per_a": 4.4, "smiles": "COCCNCCOC.COCCNCCOC.NC(N)=O.NC(N)=O.NC(N)=O.O.O.O.O", "homo_ev": -8.49, "total_charge": 0, "species": ["C", "O", "C", "C", "N", "C", "C", "O", "C", "H", "H", "H", "H", "H", "H", "H", "H", "H", "H", "H", "H", "H", "H", "H", "C", "O", "C", "C", "N", "C", "C", "O", "C", "H", "H", "H", "H", "H", "H", "H", "H", "H", "H", "H", "H", "H", "H", "H", "N", "C", "N", "O", "H", "H", "H", "H", "N", "C", "N", "O", "H", "H", "H", "H", "N", "C", "N", "O", "H", "H", "H", "H", "O", "H", "H", "O", "H", "H", "O", "H", "H", "O", "H", "H"], "xyz": [[5.563988, 11.266946, 13.906626], [7.010480, 11.338755, 13.939040], [7.455715, 12.430618, 14.717524], [7.419686, 12.131127, 16.246940], [7.948248, 10.837026, 16.593965], [9.391564, 10.586027, 16.509253], [9.708542, 9.146789, 16.071090], [9.132557, 8.839725, 14.834055], [8.889984, 7.457576, 14.646013], [5.236740, 10.969906, 12.869493], [5.115140, 12.226627, 14.196089], [5.191274, 10.544630, 14.595789], [6.884833, 13.364342, 14.515051], [8.493007, 12.661428, 14.401340], [6.360749, 12.171506, 16.611115], [7.988121, 12.914416, 16.740360], [7.443158, 10.192204, 16.031553], [9.720284, 10.673169, 17.545682], [9.994616, 11.268794, 15.958501], [9.440183, 8.395931, 16.801943], [10.828488, 9.073316, 15.974341], [8.390960, 6.967913, 15.500000], [9.815889, 6.855206, 14.357207], [8.220891, 7.466540, 13.804282], [18.507810, 19.424833, 19.335088], [17.328812, 18.946893, 18.668180], [17.586577, 17.542321, 18.380014], [16.357514, 16.955652, 17.772943], [16.805135, 15.652520, 17.250479], [15.685660, 15.063045, 16.554066], [15.811769, 13.484660, 16.470815], [14.567823, 13.003929, 16.210162], [14.554228, 11.647118, 15.876982], [18.406150, 20.489865, 19.331682], [19.383923, 19.041679, 18.813624], [18.538547, 19.071969, 20.383930], [17.854725, 16.950636, 19.295383], [18.363417, 17.413687, 17.580109], [16.067361, 17.583423, 17.010701], [15.540633, 16.730723, 18.443103], [17.520683, 15.662860, 16.565653], [15.422909, 15.581421, 15.607164], [14.768156, 15.167281, 17.142201], [16.220372, 13.047850, 17.380161], [16.483819, 13.171852, 15.647272], [15.481216, 11.522594, 15.318780], [13.670370, 11.356993, 15.267606], [14.601660, 11.059110, 16.769277], [9.111058, 10.138596, 11.786807], [9.483019, 10.924285, 10.744007], [9.515988, 12.239302, 11.152895], [9.775078, 10.549180, 9.625105], [9.264257, 9.174661, 11.848376], [8.471394, 10.443395, 12.514152], [9.702810, 12.483218, 12.103041], [9.877444, 12.874176, 10.449721], [12.117000, 11.967952, 8.326573], [12.005070, 13.326527, 8.584052], [12.442933, 14.075438, 7.527872], [11.679215, 13.834211, 9.624234], [12.396507, 11.577832, 7.447155], [11.555158, 11.312969, 8.989179], [12.483968, 15.020322, 7.793777], [12.710515, 13.667332, 6.638523], [10.822815, 16.037856, 14.586173], [10.844046, 14.680517, 14.262687], [11.599381, 13.852376, 15.063513], [10.169386, 14.231381, 13.366575], [10.705539, 16.657736, 13.748173], [11.593964, 16.400663, 15.148093], [11.722378, 12.908416, 14.863715], [11.995532, 14.100948, 15.956821], [14.346317, 14.390390, 13.726493], [14.213196, 14.003365, 14.570173], [13.786948, 13.889780, 13.145588], [11.670056, 10.887027, 13.905853], [11.855037, 11.412070, 13.100876], [10.748705, 10.551872, 13.776296], [10.911929, 16.613429, 11.250011], [10.020891, 16.263538, 10.942485], [11.442108, 15.860916, 11.095095], [12.220065, 12.880261, 12.190622], [11.489105, 13.425983, 12.408495], [12.205434, 12.814576, 11.232178]], "forces_ev_per_a": [[0.519, 0.286, -1.346], [-1.238, 0.307, -0.140], [0.808, 0.695, 0.592], [-0.497, 0.237, -0.687], [0.119, 0.049, 0.134], [-0.919, -1.172, 1.192], [1.797, 0.677, 0.097], [-0.337, -0.262, 0.022], [0.810, -0.320, -0.571], [0.398, 0.406, 1.034], [0.150, -0.086, -0.337], [-0.163, -0.784, 0.619], [0.093, -0.537, -0.039], [-0.419, -0.324, 0.142], [0.791, 0.071, -0.221], [-0.036, 0.209, 0.212], [-0.128, -0.837, -0.555], [0.564, -0.085, 0.055], [0.117, 0.796, -0.941], [-0.476, -0.051, 0.449], [-0.732, 0.099, 0.155], [0.228, 0.336, -0.122], [-0.905, 0.839, 0.508], [-0.359, -0.512, -0.408], [-1.065, -0.533, 0.221], [1.486, -1.700, 0.247], [-0.506, 0.708, 0.479], [1.950, -2.084, 0.664], [-1.885, -0.590, 0.456], [-0.841, -1.856, 0.346], [1.623, 1.916, -0.782], [-2.692, 0.241, -0.230], [0.176, -0.147, -0.939], [0.422, 0.668, -0.025], [0.265, 0.395, -0.018], [-0.009, 0.053, -0.361], [0.080, 0.717, -0.640], [-0.107, 0.461, 0.916], [-1.138, 1.612, -1.816], [-0.106, 0.292, 0.370], [1.123, 0.812, -0.376], [0.444, -0.676, 0.054], [0.138, 0.192, 0.320], [0.119, 0.315, 0.439], [0.060, 0.274, 0.157], [-0.092, -0.830, -0.410], [0.533, 0.422, 0.430], [-0.015, -0.640, 0.649], [-0.787, 0.015, 1.157], [-0.036, 1.129, 1.480], [-0.206, 0.017, -1.674], [0.408, -0.330, -0.475], [0.336, -1.356, -0.721], [0.208, 0.546, -0.196], [-0.141, 0.015, 0.384], [-0.081, 0.014, 0.281], [-1.823, -0.907, 3.056], [1.761, -2.295, -3.258], [-0.431, -0.878, 0.296], [-0.887, 0.420, 1.708], [-0.088, 0.262, -0.135], [1.050, 1.449, -1.742], [0.349, 1.339, -0.599], [-0.099, 0.622, 0.512], [0.541, 0.599, -0.939], [1.057, 0.555, 2.243], [-0.333, 2.150, 0.793], [-0.703, -0.463, -1.596], [-0.162, -1.114, 0.923], [-0.277, -0.505, -0.180], [-0.308, -1.909, -0.870], [0.011, 0.562, -0.298], [0.814, 1.154, -0.996], [-0.205, -0.689, 1.416], [-0.604, -0.462, -0.687], [-1.133, -0.367, -0.005], [0.073, 0.023, 0.129], [1.037, 0.214, 0.091], [-2.799, 0.563, -0.319], [1.516, 0.834, 0.666], [1.317, -1.423, -0.293], [1.915, -1.147, -0.179], [-1.437, 1.069, 0.441], [0.001, 0.235, -0.407]]}